Entry 1:
231
Properties=species:S:1:pos:R:3 method="wB97M-V/def2-TZVPD" total_charge=+1 homo_energy_ev="-10.383 / -10.383" spin_multiplicity=2 s_squared=0.787 max_force_ev_per_a=6.6 homo_lumo_gap_ev="7.72 / 8.09"
O -2.4455 -3.3608 0.7040
V -3.0764 -1.8975 0.9150
C 0.5840 0.6971 0.4678
C -0.3083 -0.0549 -0.5041
O -1.2954 -0.8266 0.0495
H 0.9763 0.1121 1.2996
H -0.0292 1.5280 0.8166
H 1.4567 1.2520 0.1236
H 0.3167 -0.6556 -1.1649
H -0.7859 0.6846 -1.1470
C -5.8031 -2.4118 -2.7481
C -5.1365 -2.1182 -1.3559
C -5.4245 -3.2226 -0.3160
O -5.0652 -2.7469 0.9605
C -5.6540 -3.3312 2.1024
N -3.6477 -2.0245 -1.4726
H -5.5380 -1.6810 -3.5122
H -6.8874 -2.4866 -2.6662
H -5.5052 -3.4031 -3.0896
H -5.5432 -1.1488 -1.0681
H -4.8247 -4.1248 -0.4356
H -6.5003 -3.3966 -0.3405
H -6.3496 -2.6834 2.6360
H -4.9961 -3.7222 2.8786
H -6.2737 -4.2186 1.9738
H -3.5292 -1.2377 -2.0946
H -3.3105 -2.7334 -2.1082
C -3.5622 0.3755 4.4321
C -3.7924 -0.3923 3.1984
C -4.1199 0.6079 2.1395
O -4.4168 0.1140 0.7953
C -4.2035 1.1190 -0.1987
N -2.6429 -1.1911 2.8815
H -2.8098 -0.1783 4.9936
H -4.5421 0.5063 4.8913
H -3.1479 1.3721 4.2799
H -4.5533 -1.1254 3.4661
H -3.4224 1.4452 2.1170
H -5.0722 1.0478 2.4356
H -4.3707 0.6715 -1.1785
H -3.1872 1.5081 -0.1360
H -4.9469 1.9134 -0.2652
H -1.8739 -0.6542 3.2562
H -2.6666 -1.7882 3.6958
C 0.3546 0.1240 6.6130
C -0.3380 -1.2886 6.4966
C -1.5520 -1.4903 7.4143
O -1.2457 -1.2721 8.7926
C -0.9926 -2.4132 9.5947
N -0.7180 -1.5899 5.1617
H -0.3649 0.9244 6.4404
H 1.2268 0.2512 5.9718
H 0.7651 0.4336 7.5741
H 0.2975 -2.0913 6.8705
H -1.9355 -2.5056 7.3135
H -2.3559 -0.8553 7.0420
H -1.8431 -3.0661 9.7909
H -0.5375 -2.1716 10.5552
H -0.3710 -3.0752 8.9919
H -1.1307 -2.5012 5.0229
H 0.1245 -1.6316 4.6061
C -2.9283 -3.7614 -5.1883
C -3.1038 -4.9237 -4.2731
C -2.2649 -6.1897 -4.5708
O -2.3638 -6.8443 -5.8169
C -1.6738 -8.1529 -5.6738
N -2.7084 -4.4591 -2.9448
H -3.2872 -3.9847 -6.1930
H -1.9064 -3.3822 -5.1918
H -3.5508 -2.9343 -4.8471
H -4.1605 -5.1907 -4.2884
H -2.6996 -6.9169 -3.8849
H -1.2233 -6.1277 -4.2559
H -1.9630 -8.8517 -4.8887
H -0.6196 -7.9544 -5.4807
H -1.8860 -8.5763 -6.6555
H -1.7502 -4.1762 -3.0933
H -2.4898 -5.2195 -2.3170
C 0.8778 -2.0248 -3.8995
C 0.9533 -3.2568 -2.9443
C 2.2480 -3.1327 -2.0678
O 2.4085 -4.1928 -1.1287
C 3.8510 -4.3441 -0.9822
N -0.2535 -3.3109 -2.1376
H 1.0475 -1.0778 -3.3873
H -0.0568 -2.0749 -4.4582
H 1.7673 -2.1649 -4.5137
H 1.0003 -4.1927 -3.5012
H 2.3300 -2.1592 -1.5843
H 3.0819 -3.0677 -2.7668
H 4.4043 -3.5207 -0.5306
H 4.3089 -4.7049 -1.9031
H 4.0550 -5.2385 -0.3935
H -0.2656 -2.4770 -1.5678
H -0.0217 -4.0957 -1.5457
C 2.9903 -2.0276 1.3551
C 3.0427 -1.5052 2.8353
C 3.4203 0.0297 3.0372
O 4.1156 0.4371 4.2312
C 5.1229 -0.4566 4.7449
N 1.8045 -1.8604 3.4344
H 3.9685 -1.9444 0.8815
H 2.3433 -1.4784 0.6711
H 2.7743 -3.0940 1.2898
H 3.9258 -2.0578 3.1559
H 2.5151 0.6350 2.9901
H 4.0795 0.2915 2.2095
H 5.6118 0.0490 5.5777
H 5.7827 -0.7951 3.9461
H 4.6623 -1.3433 5.1805
H 1.5804 -2.7909 3.1118
H 1.1754 -1.3585 2.8241
C -0.3238 -6.1294 0.0190
C -0.6752 -7.5403 -0.3766
C -1.5456 -8.3051 0.6596
O -1.8602 -9.6226 0.3528
C -0.8076 -10.5694 0.5872
N -1.4597 -7.4003 -1.6011
H 0.6789 -5.9350 -0.3617
H -0.1632 -6.0499 1.0941
H -1.0864 -5.3940 -0.2376
H 0.2923 -8.0406 -0.4185
H -2.4891 -7.8196 0.9087
H -1.0085 -8.2644 1.6072
H -1.0793 -11.5817 0.2879
H -0.4961 -10.6486 1.6287
H 0.0936 -10.3496 0.0149
H -1.7393 -8.3117 -1.9348
H -0.7929 -7.1081 -2.3012
C 1.5002 4.1197 -4.3736
C 1.7605 5.5779 -4.6578
C 3.1131 6.0236 -4.0590
O 3.4896 7.3190 -4.4864
C 4.3954 8.0628 -3.7139
N 1.7803 5.6986 -6.0663
H 2.2820 3.4893 -4.7973
H 0.5794 3.7301 -4.8077
H 1.5932 3.9985 -3.2944
H 0.9663 6.2695 -4.3767
H 3.9223 5.3417 -4.3202
H 2.9864 5.9816 -2.9772
H 5.2977 7.4701 -3.8643
H 4.1548 8.1475 -2.6542
H 4.4755 8.9824 -4.2935
H 2.5145 6.3886 -6.1371
H 0.9013 6.0384 -6.4295
C 4.2718 3.2355 1.7712
C 4.3932 4.0942 3.0368
C 3.1068 4.9609 3.2170
O 2.8593 6.0139 2.2618
C 3.9538 6.9516 2.0894
N 4.8820 3.3079 4.1489
H 4.3032 3.9234 0.9263
H 3.2898 2.7650 1.8211
H 5.0071 2.4526 1.5857
H 5.1761 4.8370 2.8840
H 3.4257 5.5523 4.0753
H 2.2148 4.3602 3.3949
H 4.3815 7.3636 3.0033
H 3.5671 7.8084 1.5376
H 4.7769 6.6016 1.4664
H 4.6625 3.8431 4.9768
H 4.4026 2.4192 4.1714
C -2.5423 2.3596 -3.7619
C -2.7072 1.0740 -4.5457
C -1.4268 0.7406 -5.4101
O -1.5562 -0.5767 -5.9396
C -2.2887 -0.7287 -7.1101
N -2.9950 -0.0039 -3.6131
H -2.0508 3.0970 -4.3966
H -1.8581 2.2147 -2.9258
H -3.4393 2.8147 -3.3419
H -3.6094 1.0637 -5.1573
H -0.4962 0.6211 -4.8552
H -1.3550 1.4078 -6.2690
H -1.8578 -0.1141 -7.9005
H -3.3422 -0.4499 -7.0853
H -2.2614 -1.7775 -7.4057
H -2.7036 -0.8164 -4.1377
H -2.2703 0.0014 -2.9097
C 0.8810 7.8653 0.5377
C -0.4381 7.3467 1.0404
C -1.2133 6.7170 -0.1206
O -0.4523 5.8483 -0.8930
C -1.0472 5.5570 -2.1604
N -0.1567 6.3760 2.0572
H 1.4039 8.3963 1.3332
H 0.7373 8.7107 -0.1350
H 1.5028 7.1717 -0.0283
H -0.9901 8.0571 1.6559
H -1.6332 7.5165 -0.7310
H -1.9748 6.0730 0.3192
H -1.2937 6.4702 -2.7019
H -1.9417 4.9701 -1.9515
H -0.4656 4.8633 -2.7675
H 0.7151 6.6812 2.4657
H 0.2029 5.5445 1.6106
C 4.3646 1.9622 -2.0045
C 4.1561 0.4526 -2.2882
C 4.3334 0.2117 -3.7999
O 3.8799 -1.1323 -4.0317
C 4.2645 -1.6714 -5.3137
N 5.1248 -0.3721 -1.4859
H 4.3527 2.2572 -0.9552
H 3.7691 2.5652 -2.6900
H 5.3988 2.2624 -2.1735
H 3.1501 0.2102 -1.9456
H 5.3401 0.3151 -4.2049
H 3.7174 0.7987 -4.4811
H 3.5610 -2.4531 -5.6005
H 5.3215 -1.9259 -5.3909
H 3.9884 -0.8938 -6.0258
H 6.0329 -0.0518 -1.7907
H 5.0203 -1.3631 -1.6504
C -2.4550 3.7303 3.3108
C -1.8042 3.9117 4.7331
C -0.2808 4.1223 4.8212
O 0.3491 3.7766 6.1001
C 1.7476 3.9252 6.1460
N -2.4909 4.8900 5.5880
H -3.5387 3.6144 3.3309
H -1.9414 2.8814 2.8596
H -2.2176 4.5626 2.6482
H -1.9232 2.9663 5.2623
H 0.0013 5.1177 4.4781
H 0.1323 3.4628 4.0581
H 2.3041 3.2398 5.5067
H 1.9818 3.7094 7.1884
H 2.1125 4.9484 6.0562
H -2.4057 5.7525 5.0694
H -1.8769 5.0973 6.3628



Entry 2:
111
Properties=species:S:1:pos:R:3 method="wB97M-V/def2-TZVPD" homo_energy_ev=-8.244 max_force_ev_per_a=1.2 homo_lumo_gap_ev=6.89
Ta -0.9691 0.5927 -0.7270
O -3.4053 3.4611 -2.5237
C -2.7786 4.6400 -2.3093
C -3.3844 5.7596 -2.8832
C -2.8202 7.0114 -2.7643
C -1.6278 7.1751 -2.0690
C -1.0342 6.0690 -1.4946
C -1.5918 4.7929 -1.5811
C -0.8097 3.6630 -0.9313
O -1.5042 2.4577 -0.8589
N -0.4575 4.0074 0.4665
N -0.5235 2.9957 1.3183
C -0.0058 3.0102 2.4758
C -0.2098 1.8523 3.3348
Br -1.4271 0.5706 2.6219
C 0.3594 1.7358 4.5334
C 0.3136 0.6471 5.5180
C 0.2859 0.9715 6.8760
C 0.2716 -0.0206 7.8429
C 0.3032 -1.3577 7.4699
C 0.3555 -1.6925 6.1245
C 0.3637 -0.6990 5.1572
H -2.9220 2.7627 -2.0651
H -4.3072 5.6054 -3.4270
H -3.3069 7.8631 -3.2219
H -1.1681 8.1498 -1.9791
H -0.0954 6.2004 -0.9666
H 0.1190 3.5028 -1.4924
H 0.2773 4.6928 0.5966
H 0.5931 3.8302 2.8758
H 0.9486 2.6002 4.8323
H 0.2689 2.0139 7.1714
H 0.2392 0.2505 8.8902
H 0.2942 -2.1339 8.2239
H 0.3938 -2.7319 5.8219
H 0.4203 -0.9705 4.1132
C -0.4553 -4.1442 -2.7277
C -1.8339 -4.1900 -2.0914
C -2.9543 -3.9989 -3.0971
C -2.0427 -5.4597 -1.2872
O -1.9652 -2.9975 -1.2296
P -1.2058 -2.6842 0.1092
O -0.2141 -3.6735 0.5412
O -0.5928 -1.2353 -0.1563
O -2.3059 -2.2708 1.1634
C -2.8948 -3.0814 2.2393
C -4.0628 -2.2423 2.7276
C -1.8445 -3.2790 3.3195
C -3.3818 -4.3974 1.6594
H -0.3700 -4.9388 -3.4715
H 0.3216 -4.2849 -1.9752
H -0.3053 -3.1865 -3.2276
H -2.9780 -4.8424 -3.7904
H -2.8031 -3.0848 -3.6656
H -3.9107 -3.9307 -2.5795
H -1.9531 -6.3088 -1.9680
H -3.0420 -5.4815 -0.8543
H -1.2927 -5.5654 -0.5055
H -3.7227 -1.2626 3.0631
H -4.5477 -2.7414 3.5682
H -4.7922 -2.1112 1.9287
H -1.5390 -2.3152 3.7296
H -0.9751 -3.7987 2.9171
H -2.2658 -3.8745 4.1321
H -4.0520 -4.2079 0.8203
H -3.9331 -4.9471 2.4246
H -2.5455 -5.0148 1.3324
C 1.8902 -1.9611 2.1638
C 2.2863 -0.5144 2.1006
O 1.5783 0.3190 1.5697
C 3.6011 -0.1049 2.6896
C 4.5480 0.5191 1.8879
C 5.7501 0.9432 2.4337
C 5.9985 0.7616 3.7874
C 5.0503 0.1439 4.5915
C 3.8575 -0.3040 4.0424
H 2.1198 -2.4199 1.1987
H 0.8140 -2.0532 2.2930
H 2.4270 -2.5048 2.9393
H 4.3375 0.6775 0.8397
H 6.4896 1.4236 1.8052
H 6.9323 1.1013 4.2164
H 5.2414 0.0076 5.6481
H 3.1187 -0.7914 4.6691
Se -0.7966 0.6706 -3.2835
C -1.8172 -0.6059 -4.2870
C -1.1446 -1.4758 -5.1352
C -1.8575 -2.2259 -6.0595
C -3.2390 -2.1163 -6.1281
C -3.9094 -1.2531 -5.2706
C -3.2004 -0.4880 -4.3576
H -0.0646 -1.5389 -5.0927
H -1.3294 -2.8961 -6.7256
H -3.7943 -2.7032 -6.8482
H -4.9866 -1.1634 -5.3200
H -3.7145 0.2123 -3.7106
S -3.4625 0.5807 -0.5965
C -4.1912 -0.9215 -0.8298
N -4.8050 -1.8856 -0.9851
F 6.1062 1.0172 -2.2850
C 4.8212 1.0773 -1.9410
C 4.2801 2.2667 -1.4802
F 5.0464 3.3502 -1.3693
C 2.9468 2.3187 -1.1247
F 2.4497 3.4684 -0.6608
C 2.1258 1.1977 -1.2171
O 0.8413 1.2864 -0.8476
C 2.6872 0.0061 -1.6638
F 1.9581 -1.1090 -1.7241
C 4.0226 -0.0482 -2.0307
F 4.5387 -1.1970 -2.4625



Entry 3:
8
Properties=species:S:1:pos:R:3 method="wB97M-V/def2-TZVPD" total_charge=+1 homo_energy_ev=-19.536 max_force_ev_per_a=6.6 homo_lumo_gap_ev=12.80
C -1.0240 0.0143 0.0066
F 1.4525 0.6221 1.2627
F 1.3936 0.9564 -1.0898
F 1.6053 -1.6746 -0.2085
P 0.7463 0.1088 0.0077
H -1.3477 -0.8576 0.5774
H -1.3857 -0.0858 -1.0182
H -1.4403 0.9163 0.4620



Entry 4:
79
Properties=species:S:1:pos:R:3 method="wB97M-V/def2-TZVPD" homo_energy_ev=-5.924 max_force_ev_per_a=2.6 homo_lumo_gap_ev=5.04
C -4.1107 -4.5176 -0.9974
C -2.8413 -4.5277 -0.1804
O -2.7826 -3.2872 0.5693
C -1.9332 -3.1745 1.6419
C -1.7597 -1.7202 1.9338
C -0.7329 -1.3126 2.9252
O 0.4785 -1.1422 2.6897
C -1.1555 -1.0240 4.3518
C -1.2650 0.4750 4.6588
C -2.5698 1.1323 4.2031
C -2.6865 1.4062 2.6909
C -3.4485 0.3619 1.8756
C -3.1408 -1.1257 2.0504
O -1.4920 -4.1430 2.2487
H -4.0930 -5.3541 -1.6989
H -4.9842 -4.6326 -0.3522
H -4.2385 -3.5963 -1.5691
H -2.8268 -5.3819 0.5093
H -1.9738 -4.5922 -0.8551
H -2.0884 -1.5596 4.5528
H -0.3703 -1.4464 4.9994
H -1.2007 0.5709 5.7508
H -0.4024 1.0090 4.2313
H -3.4294 0.5391 4.5480
H -2.6224 2.0996 4.7279
H -3.2569 2.3446 2.5940
H -1.7002 1.6082 2.2551
H -4.5031 0.4422 2.1774
H -3.4044 0.6337 0.8107
H -3.7381 -1.6428 1.2874
H -3.5681 -1.4613 3.0197
C 3.7185 -6.8533 -2.4774
N 2.7286 -6.8627 -1.4197
C 2.7513 -8.0425 -0.5723
C 1.5222 -8.1329 0.3242
C 1.3002 -6.8061 1.0503
C 1.3173 -5.6477 0.1072
C 1.9622 -5.7705 -1.1588
C 1.8248 -4.7019 -2.0896
C 1.1093 -3.5736 -1.7651
C 0.6693 -3.3396 -0.4232
C 0.1822 -2.0663 -0.0073
C 0.5564 -0.8881 -0.7597
C -0.3140 0.2066 -0.9921
C -0.0001 1.2200 -1.8906
C 1.2713 1.2239 -2.5372
N 1.5578 2.1095 -3.5311
C 2.8780 2.1141 -4.1297
C 0.6872 3.2114 -3.8754
C -0.7771 2.8579 -3.6470
C -0.9959 2.2772 -2.2490
C 2.2235 0.2519 -2.1423
C 1.8837 -0.7578 -1.2802
C 0.7857 -4.4313 0.4803
H 3.7722 -5.8724 -2.9538
H 4.7211 -7.0922 -2.0914
H 3.4639 -7.5984 -3.2442
H 2.8116 -8.9237 -1.2274
H 3.6688 -8.0351 0.0488
H 0.6429 -8.3772 -0.2865
H 1.6587 -8.9418 1.0465
H 0.3404 -6.8265 1.5850
H 2.0840 -6.6727 1.8170
H 2.2681 -4.7820 -3.0803
H 0.9116 -2.8295 -2.5372
H 0.1058 -1.9474 1.0552
H -1.2885 0.2079 -0.4973
H 3.1459 1.1137 -4.4956
H 2.8917 2.8063 -4.9794
H 3.6549 2.4169 -3.4110
H 0.9441 4.0986 -3.2645
H 0.8648 3.4621 -4.9300
H -1.3942 3.7498 -3.7853
H -1.0949 2.1215 -4.3962
H -1.9976 1.8340 -2.2059
H -0.9682 3.0900 -1.5018
H 3.2307 0.2926 -2.5542
H 2.6521 -1.4852 -1.0074
H 0.4685 -4.3114 1.5148